Entry 1:
The following is a quantum chemistry calculation of the ion C6H3Br2O3 with charge -1 at a distorted geometry, from OMol25.

Lowest unoccupied orbital energy in Ha: 0.1193
ΔE to the lowest compared entry with this formula, charge and spin in eV: 2.342
Structure (SMILES): O=CO/C=C\C(Br)=C=C([O-])Br
Net charge: -1
E in hartree: -5604.16722
E_HOMO in eV: -4.7
HOMO-LUMO gap in eV: 8.0

```
14
Properties=species:S:1:pos:R:3:forces:R:3
C 3.3424 0.7603 1.1837 -0.34 1.07 0.28
Br 3.9488 2.1200 -0.5578 -0.22 -0.59 0.24
H -1.6311 -0.8978 -0.1517 -1.17 -0.58 -0.63
C 2.3057 0.0047 0.8237 -0.80 -0.22 -1.19
C -0.6555 -0.6190 0.0998 2.08 0.27 0.71
H 0.0458 -2.3007 -0.7346 1.98 1.83 1.62
C 1.7679 -1.0248 0.2831 1.69 -0.61 -0.20
Br 3.0351 -2.6198 -0.2447 -0.26 0.15 0.04
C 0.4481 -1.3611 -0.1070 -4.05 -1.72 -1.69
C -0.3102 1.6948 0.0321 0.48 -2.20 -2.23
O -0.6249 0.5792 0.7919 0.16 1.36 -0.14
H -0.1144 2.5173 0.7555 -0.19 -0.12 -0.90
O -0.2142 1.6009 -1.1947 -0.35 1.32 3.40
O 3.8141 1.1667 2.1819 0.98 0.05 0.68
```
Forces are in eV/Å.

---

Entry 2:
The following is a quantum chemistry calculation of a cluster of 2 separate species, C3H11N4 in total at a distorted geometry, from OMol25.

Lowest unoccupied orbital energy in Ha: -0.1501
ΔE to the lowest compared entry with this formula, charge and spin in eV: 4.940
Net charge: +1
E in hartree: -339.53811
E_HOMO in eV: -12.6
HOMO-LUMO gap in eV: 8.5

```
18
Properties=species:S:1:pos:R:3:forces:R:3
H -0.7477 -0.1881 0.3710 -0.93 0.40 -1.40
H 2.4837 0.2798 3.7077 -0.48 0.51 0.17
H 1.6816 0.4737 0.7655 1.32 -0.50 -1.21
H 0.4820 -2.3571 -0.7627 0.52 1.21 -1.20
C -1.1541 -0.0760 -0.6944 2.34 0.33 2.77
H -3.1792 0.2661 -0.7746 0.56 0.62 0.55
H -2.3980 0.6256 -2.2101 0.60 1.15 1.51
C -2.2252 0.7762 -1.0734 -3.50 -0.51 -2.24
H 1.4072 -1.5684 -2.1549 -0.08 0.12 -0.19
H 0.4874 1.2351 3.1283 2.00 -0.35 -1.98
N 1.2539 0.9097 2.3782 -3.24 0.11 3.08
N 2.2833 0.3434 2.7161 3.03 -1.18 1.27
N -0.3988 -0.6050 -1.5607 -0.91 -0.97 -3.50
H -0.7924 -0.6172 -2.5757 1.27 0.32 2.09
C 0.7969 -1.3795 -1.2860 0.20 -1.25 3.21
H -2.2437 1.8265 -0.6963 0.31 -0.98 -0.36
N 0.8967 0.9026 1.1768 -2.44 1.62 -1.01
H 1.3666 -0.8476 -0.4547 -0.56 -0.66 -1.57
```
Forces are in eV/Å.

---

Entry 3:
The following is a quantum chemistry calculation of a structure of composition C4H11N3O at a distorted geometry, from OMol25.

Lowest unoccupied orbital energy in Ha: 0.0223
ΔE to the lowest compared entry with this formula, charge and spin in eV: 5.716
E in hartree: -398.34409
E_HOMO in eV: -6.4
HOMO-LUMO gap in eV: 7.0

```
19
Properties=species:S:1:pos:R:3:forces:R:3
H 1.5120 -1.4631 -2.1360 0.04 0.09 0.08
C 1.0255 -0.7175 -0.2968 -0.53 0.50 -0.37
H -0.0099 1.2881 2.3190 -0.05 0.09 -0.12
H 1.4598 2.2216 -0.1137 -0.33 -0.09 0.14
H 1.7321 0.6948 2.1755 0.03 -0.16 0.02
H -1.0145 -1.5310 1.5418 0.02 0.00 -0.03
O 0.8250 1.7075 -0.6299 -0.66 -0.84 0.07
N 1.4467 -0.6374 -1.5626 -0.08 -0.12 -0.05
H -2.2442 -0.2781 1.4423 0.01 -0.03 -0.12
H 1.1721 -1.6343 0.2587 -0.17 -0.01 -0.09
H -1.1680 1.3600 -1.1364 -0.03 -0.11 -0.13
N -1.4836 0.3910 -1.1162 0.40 -0.06 -0.02
H -1.2312 -0.0373 -2.0074 0.01 0.04 0.07
N -0.7730 -0.2366 -0.0758 1.15 0.71 -0.03
C 0.7296 0.7220 1.7704 0.14 -0.18 0.45
C 0.5647 0.4782 0.4250 -0.55 -0.12 -0.44
C -1.6357 -0.9677 0.8495 0.34 0.30 0.43
H -2.2870 -1.6404 0.2899 0.12 0.12 -0.09
H 1.3796 0.2800 -1.9972 0.14 -0.11 0.21
```
Forces are in eV/Å.

---

Entry 4:
The following is a quantum chemistry calculation of a structure of composition C24H27NOSiTl at a distorted geometry, from OMol25.

Lowest unoccupied orbital energy in Ha: -0.1769
ΔE to the lowest compared entry with this formula, charge and spin in eV: 0.000
Net charge: +1
E in hartree: -1522.28920
E_HOMO in eV: -10.4
HOMO-LUMO gap in eV: 5.6

```
55
Properties=species:S:1:pos:R:3:forces:R:3
H -2.7479 0.1022 0.9351 -0.09 0.07 -0.03
H 3.8999 -0.3180 0.7166 -0.60 0.74 0.29
H 1.4425 3.0931 4.6259 -0.29 0.25 -0.15
H 2.2101 -0.8550 0.7878 0.28 0.65 0.26
H -1.6264 -2.3071 1.2525 0.02 0.04 0.00
H -0.3584 2.0234 0.7344 -0.20 -0.47 -0.47
C -0.1567 0.1004 3.0348 1.44 0.69 -0.37
C -0.4408 -1.0114 -3.1951 0.05 0.01 -0.31
H -0.9252 -3.8255 -2.5580 0.16 -0.16 0.31
H 0.4059 -2.0524 2.9860 -0.05 -0.06 -0.05
N 1.0185 3.4466 2.6211 0.98 -0.66 -0.11
H -0.0610 0.2437 -6.3174 -0.18 0.12 -0.06
C 2.8525 0.0362 0.6106 1.19 -2.42 -2.21
C -1.8890 -0.1134 1.5481 0.47 1.45 0.90
C -0.0614 5.4516 1.9778 0.41 -0.43 -0.07
C 0.9810 3.7897 3.9228 -0.03 0.27 -0.53
C -1.9584 -0.2587 -5.4089 0.20 -0.26 0.12
C -1.2006 0.8179 2.3680 -0.87 -0.14 -1.22
C -0.4531 -4.0671 -1.5993 0.08 -0.28 0.37
H -0.4361 6.0146 1.1312 -0.18 0.36 0.42
C -1.8231 -1.1916 -3.1695 0.07 0.44 -0.43
H 0.4888 0.5175 3.8042 -0.63 -0.36 0.77
H 1.2762 -0.3566 -4.3425 -0.22 0.01 -0.16
C 0.1888 -0.4522 -4.3259 -0.94 -0.22 0.15
C 0.4085 4.9930 4.3024 0.00 -0.38 -0.13
C -0.5745 -0.1107 -5.4321 0.34 0.24 -0.01
H -2.5346 -0.0040 -6.2947 0.00 -0.04 0.22
C -0.1067 5.8270 3.3135 0.08 0.10 -0.21
H -0.3245 4.1959 -0.3207 0.55 -0.24 0.31
H 2.6464 0.2381 -0.4789 0.41 0.60 1.40
H 0.3472 5.2362 5.3524 0.03 0.16 -0.01
C -0.0593 -5.6072 0.2247 0.22 0.21 -0.21
H -0.2410 -6.5743 0.6975 0.08 0.31 -0.11
C 0.5308 4.2418 1.6604 -0.47 -0.65 0.08
C -0.6717 -5.3171 -1.0115 0.11 0.29 0.36
H 1.4158 -0.4467 -1.4026 0.07 -1.49 -0.91
C -1.3072 -1.3872 1.7201 1.36 -0.04 0.96
H -1.4618 1.8614 2.5518 -0.09 -0.30 -0.02
H -2.3378 -1.6204 -2.3109 0.23 -0.02 -0.13
H 1.3229 -4.9091 1.7830 -0.38 -0.01 -0.65
H -1.3194 -6.0474 -1.5200 0.36 0.36 0.43
H 1.7519 -2.7469 0.6617 -0.19 -0.28 -0.10
O 0.3781 2.2527 0.1222 0.30 1.84 1.03
Tl 1.9413 1.3633 1.8830 -2.56 0.25 0.65
Si 0.8612 -1.7271 -2.1122 -0.28 -0.36 -0.06
C -0.2353 -1.2630 2.6238 -0.40 -0.27 -0.75
H 1.4601 3.9763 -0.2885 -0.37 -0.09 0.16
C 0.8195 -4.6838 0.8261 -0.24 -0.14 -0.09
C 0.5179 3.7263 0.2279 -0.14 -0.79 -0.63
H -3.6414 -0.9509 -4.2935 -0.06 0.04 0.08
H 1.4320 -2.7475 -3.1228 0.86 1.43 0.40
H -0.5320 6.7804 3.5694 -0.18 0.17 0.19
C 0.4008 -3.1256 -0.9957 -0.09 -0.31 0.79
C -2.5707 -0.7973 -4.2798 -0.08 0.06 -0.17
C 1.0575 -3.4540 0.2036 -0.54 -0.28 -0.26
```
Forces are in eV/Å.

---

Entry 5:
The following is a quantum chemistry calculation of the ion C10H24ClN9OP with charge +1, from OMol25.

Lowest unoccupied orbital energy in Ha: -0.1000
Structure (SMILES): [H]/N=C/C[n+]1c(N(CC)CCN)nc(CC(N)(N)N)n1P(O)Cl
Net charge: +1
E in hartree: -1764.85330
E_HOMO in eV: -12.3
HOMO-LUMO gap in eV: 9.6

```
46
Properties=species:S:1:pos:R:3:forces:R:3
N 0.3269 0.1792 1.0191 -0.02 0.20 0.07
H -1.9747 3.2132 2.6298 -0.07 -0.03 -0.02
C -1.3316 -0.7634 -2.0807 -0.40 0.08 -0.29
C 3.0100 -1.1166 1.7408 -0.05 -0.06 0.02
H -0.8661 -3.5825 0.8543 -0.19 -0.12 -0.06
H -3.6785 -2.7304 -0.9260 0.00 -0.06 0.02
H 3.2695 0.2900 0.2461 0.10 0.04 0.01
N -2.7291 -2.3891 -1.0622 -0.06 -0.06 0.23
H 3.8546 -2.9659 1.7170 0.06 -0.03 0.05
H -2.6849 1.3451 -1.3886 0.08 -0.12 0.03
N 0.1245 -1.5829 -0.2979 0.34 0.06 0.33
H -0.7685 -1.4805 -2.6804 0.07 0.08 0.00
N -0.6050 -0.5338 -0.8499 0.26 -0.26 -0.33
H -1.0884 3.7274 -2.2822 0.08 -0.01 -0.02
H -0.5626 2.2542 3.0668 -0.03 0.03 0.00
H 4.2714 -1.0007 0.1250 0.05 0.06 0.01
H -1.9055 1.4750 2.2672 -0.11 0.07 0.02
H 2.6306 0.8369 2.1894 -0.02 -0.02 0.00
C -0.6899 2.6909 0.9440 -0.03 0.07 -0.01
C -1.3301 2.3990 2.3077 0.25 -0.10 0.02
C -1.9695 2.1336 -1.1493 -0.07 0.28 0.04
N 3.0945 0.0398 2.6090 -0.10 0.18 -0.09
H 1.6666 -2.8406 1.4843 0.04 -0.03 -0.11
H 1.2060 -1.7309 2.7597 -0.13 0.00 -0.08
N -2.0630 2.4514 -3.6213 0.03 -0.10 0.14
Cl 2.1489 -3.6307 -1.0366 0.05 0.02 0.01
C -1.2680 2.6578 -2.4133 0.12 -0.07 0.04
H -1.4907 2.1949 -4.4134 -0.05 0.14 -0.06
C 1.5896 -1.7900 1.7399 0.17 0.04 0.21
H -2.7847 1.7521 -3.5112 -0.03 0.02 -0.01
N -1.0463 1.7097 -0.1035 0.00 0.14 0.10
N 3.3347 -0.7118 0.3676 -0.19 -0.17 -0.04
H -0.2775 2.1904 -2.4720 -0.04 -0.09 -0.05
C -0.4798 0.5110 -0.0073 -0.09 0.03 -0.18
N 3.8967 -2.1219 2.2776 -0.06 0.01 -0.27
H -3.5798 -0.9039 -2.2300 0.05 0.00 -0.16
H 4.8495 -1.7741 2.2648 -0.01 0.03 0.19
C 0.6787 -1.0740 0.8220 -0.04 -0.09 0.05
H 0.3958 2.7283 1.0104 -0.01 -0.01 0.06
H -1.0178 3.6576 0.5682 0.04 -0.02 -0.05
H -1.3987 0.1447 -2.6723 0.08 0.10 0.16
H -2.5537 2.9362 -0.7009 -0.15 -0.10 -0.08
P 0.1515 -3.2306 -1.0523 -0.29 -0.02 -0.09
H 2.6333 -0.1247 3.4962 0.18 -0.12 0.07
O -0.2983 -4.0690 0.2443 0.23 0.03 0.12
C -2.6909 -1.3703 -1.7998 0.00 0.02 0.01
```
Forces are in eV/Å.

---

Entry 6:
The following is a quantum chemistry calculation of a cluster of 13 separate species, C7H38NO12 in total at a distorted geometry, from OMol25.

Lowest unoccupied orbital energy (spin up / spin down) in Ha: -0.2728 / -0.3791
ΔE to the lowest compared entry with this formula, charge and spin in eV: 0.000
2S+1: 2
Net charge: +2
E in hartree: -1246.49522
E_HOMO (spin up / spin down) in eV: -15.1 / -15.1
HOMO-LUMO gap (spin up / spin down) in eV: 7.7 / 4.8

```
58
Properties=species:S:1:pos:R:3:forces:R:3
O -2.6828 2.3925 -0.2077 0.33 -0.56 0.85
H -0.1931 1.4549 -1.1209 -0.86 -1.08 -0.09
H 1.6084 0.8303 3.5789 0.14 -0.07 0.74
O 1.5199 1.7805 3.4911 0.26 0.15 -1.32
H -2.6745 0.2121 -1.1958 0.24 -0.38 -0.40
H 1.5212 2.5556 -0.0680 -0.05 -0.01 -0.40
H 1.7461 -2.8359 2.0427 0.07 0.02 -0.64
O -0.5858 -0.0401 2.7060 0.51 0.02 -0.59
H 2.9208 -2.0752 3.1399 0.34 0.27 -0.01
H 0.0507 0.6714 2.5648 -0.25 0.21 0.23
O -0.8259 3.3801 -2.0470 1.21 0.16 0.82
C 2.5783 -2.1433 2.1156 0.30 0.08 0.84
C 3.0607 -1.3586 1.1024 -1.01 -0.83 -0.41
O -4.2674 -0.7862 -1.4493 -0.19 -0.61 -0.55
C 2.2982 -0.6213 -1.1621 1.10 -0.13 -1.12
H 3.5587 0.9105 -0.3828 -0.42 -0.34 0.73
C 2.5887 0.8242 -0.9007 1.45 0.01 -0.43
H -0.7888 -4.0149 -2.7434 -0.06 -0.16 -0.02
H 2.1469 -2.6084 -0.3127 -0.70 0.36 -0.18
H 3.8855 -0.6679 1.2026 -0.16 0.28 0.29
H -0.3997 3.8389 -1.2667 -0.60 -0.12 -0.65
H -0.4271 3.8848 -2.7668 -0.33 -0.17 -0.34
O -1.5377 -3.4681 -2.4946 0.17 0.15 -0.03
H -4.0115 -3.7189 -0.8852 -0.06 -0.03 -0.01
H -4.0886 -1.7546 -1.7098 -0.42 1.05 0.64
H 4.0161 2.9965 1.6690 -0.06 0.27 0.15
H 1.1963 2.1767 4.2935 -0.15 -0.03 0.71
C 1.9892 -1.0967 -2.5339 -0.28 0.09 0.34
H 1.4798 -0.3128 -3.0850 -0.09 0.00 -0.27
H 2.9764 1.3429 -1.7965 -1.45 -0.03 -0.17
H 1.3761 -1.9934 -2.4565 -0.08 -0.06 -0.26
H 2.8959 -1.3727 -3.1123 -0.15 0.23 0.41
H -1.5041 -2.5217 0.9651 -0.04 -0.39 -0.02
H -1.5203 -3.7864 2.6272 -0.38 -0.17 0.53
O -1.6932 -2.8466 2.7317 0.56 0.23 -0.45
H 2.5420 2.7640 2.0875 0.29 0.02 0.34
H 0.1784 -0.0768 -0.2975 -0.62 0.20 -0.96
H -1.6455 -1.5047 -0.1040 -0.23 -0.02 -0.90
H -0.4511 5.3046 0.5788 0.05 0.21 0.33
H -3.5515 2.4574 -0.6123 0.08 0.26 -0.16
O -1.8240 -0.1604 -1.5173 1.18 1.95 3.25
H -2.0677 2.9737 -0.6628 -0.62 0.18 -0.60
H -0.5644 1.0961 0.4728 0.18 0.61 -0.16
C 2.4030 -1.5606 -0.1498 0.96 -0.36 0.78
C 1.5306 1.4793 -0.0378 -1.34 -0.45 1.41
H -3.4294 -3.7059 -2.3227 -0.36 0.19 0.41
H 1.6299 1.2059 1.0026 0.86 0.02 0.15
O -1.3597 -2.4240 0.0043 0.37 0.47 0.97
H 0.9278 4.5422 0.4304 0.08 0.51 0.41
H -2.0304 -0.5292 -2.3196 -0.96 -1.60 -3.00
H -2.2992 -2.6885 3.4585 -0.16 -0.38 0.04
O 3.1134 2.9679 1.3344 0.29 0.08 -0.03
H -5.0778 -0.5785 -1.9261 -0.07 0.07 0.14
H -0.8652 0.1014 3.6127 -0.35 -0.07 0.19
N 0.1295 0.9469 -0.2757 0.89 0.85 -0.53
H -1.4477 -3.2560 -1.5446 0.06 -0.04 -0.17
O -4.1441 -3.3360 -1.7581 0.36 -0.60 -0.53
O 0.0896 4.7530 0.0136 0.18 -0.52 -0.32
```
Forces are in eV/Å.

---

Entry 7:
The following is a quantum chemistry calculation of a cluster of 2 separate species, C3HClIN in total at a distorted geometry, from OMol25.

Lowest unoccupied orbital energy in Ha: -0.0533
ΔE to the lowest compared entry with this formula, charge and spin in eV: 2.792
E in hartree: -927.41554
E_HOMO in eV: -10.2
HOMO-LUMO gap in eV: 8.7

```
7
Properties=species:S:1:pos:R:3:forces:R:3
C -0.4200 -0.1280 -0.1464 1.98 -3.10 2.16
I -0.9168 2.5244 -1.4285 0.39 -0.56 0.38
H 1.1178 1.3227 -0.0343 0.18 -0.15 0.16
C 0.6890 -1.5617 0.9554 -2.98 4.46 -3.23
C 0.1406 1.0243 -0.3581 -0.31 0.84 -0.45
N 1.2538 -2.3491 1.5479 0.99 -1.41 1.05
Cl -1.8643 -0.8327 -0.5361 -0.25 -0.07 -0.07
```
Forces are in eV/Å.